C4H12N2O2 | wB97M-V/def2-TZVPD

Positions of all 20 atoms, in Å:
C  -1.9673  -1.3497  -0.9629
O  -1.1518  -2.0366  -0.0511
H  -0.6001  -1.3928  0.4167
H  -2.6647  -0.6758  -0.4496
H  -2.5431  -2.0997  -1.5020
H  -1.3716  -0.7742  -1.6802
C  2.0808  -0.5029  -0.1195
C  0.2301  1.1637  -0.1849
C  0.9712  0.2866  0.5016
N  -0.7615  1.9686  0.4027
N  0.6579  0.0411  1.8798
O  0.4431  1.3916  -1.5242
H  0.1544  2.2903  -1.7224
H  -1.0219  1.6065  1.3116
H  -1.5841  2.0598  -0.1859
H  1.2311  -0.7218  2.2309
H  0.8194  0.8551  2.4632
H  1.8964  -1.5739  -0.0068
H  3.0338  -0.2668  0.3604
H  2.1476  -0.2694  -1.1775

Properties
- energy above the lowest of the compared OMol25 structures with the same formula, charge and spin (eV) = 2.1394
- electronic energy (Ha) = -419.5699
- frontier orbital gap (eV) = 8.340

=====

C4H12N2O2 | wB97M-V/def2-TZVPD

Positions of all 20 atoms, in Å:
O  -1.6001  -1.1177  -1.6358
C  -0.6891  -1.9059  -1.5384
N  -0.4273  -2.8468  -2.5083
N  0.9232  0.3589  0.0189
C  0.7766  1.4912  0.8766
C  0.1767  -2.0138  -0.2263
C  0.2589  -0.7358  0.6538
H  0.1109  -3.6983  -2.3297
H  -0.8479  -2.6909  -3.4277
H  1.8666  0.0510  -0.2492
H  1.0110  1.3127  1.9395
H  -0.2806  1.7953  0.7958
H  1.4092  2.3174  0.5108
H  1.1618  -2.4779  -0.4253
H  -0.4255  -2.7385  0.3550
H  0.9360  -0.9340  1.5069
H  -0.7229  -0.4339  1.0665
O  -0.9438  5.0245  1.6672
H  -1.9194  5.0407  1.7947
H  -0.7743  4.2016  1.1549

Properties
- energy above the lowest of the compared OMol25 structures with the same formula, charge and spin (eV) = 1.6875
- electronic energy (Ha) = -419.5865
- frontier orbital gap (eV) = 9.533

=====

C4H12N2O2S | wB97M-V/def2-TZVPD

Positions of all 21 atoms, in Å:
C  -1.7083  -1.7129  -1.7716
C  -1.5057  -0.5251  -0.7729
C  -0.5734  -1.1124  0.2807
C  -0.1388  -0.1880  1.5186
H  -2.1930  -2.4569  -1.0284
H  -2.3915  -1.4259  -2.5080
H  -0.7391  -1.8821  -2.2247
H  -2.4901  -0.2701  -0.2983
H  -0.9689  0.4059  -1.1003
H  0.3067  -1.4325  -0.2145
H  -1.0395  -1.9998  0.7620
H  0.7285  -0.7651  2.0671
H  -1.1036  0.0297  2.0525
H  0.0717  1.7083  1.5478
H  1.8653  3.0660  -0.5990
H  3.0808  2.9744  0.6099
N  0.1269  1.0294  0.8119
N  2.2028  2.7122  0.3169
O  2.4841  0.2765  1.3877
O  2.1650  0.5459  -1.1225
S  1.8202  1.0225  0.2850

Properties
- energy above the lowest of the compared OMol25 structures with the same formula, charge and spin (eV) = 3.3288
- electronic energy (Ha) = -817.6888
- frontier orbital gap (eV) = 10.615